# 1
13
Properties=species:S:1:pos:R:3 method="wB97M-V/def2-TZVPD" lumo_ev=0.97 relative_energy_kcal_mol=48.0 total_energy_ha=-286.5551 homo_ev=-9.04 molar_mass_g_mol=85.1 smiles="[H]/N=C/C.C=C=O"
C 1.199 0.742 -0.885
C 1.040 0.935 0.591
N -0.094 1.171 1.116
C -2.024 -1.114 0.009
C -0.954 -1.843 -0.199
O 0.015 -2.474 -0.384
H 1.846 1.523 -1.301
H 0.223 0.784 -1.376
H 1.672 -0.224 -1.097
H 1.961 0.859 1.186
H -0.009 1.271 2.128
H -1.866 -0.090 0.337
H -3.009 -1.539 -0.127

---

# 2
8
Properties=species:S:1:pos:R:3 method="wB97M-V/def2-TZVPD" lumo_ev="-1.20 / -1.21" relative_energy_kcal_mol=57.4 total_energy_ha=-1007.6908 homo_ev="-8.68 / -8.68" molar_mass_g_mol=110.6
C 1.171 0.160 -0.973
N 1.279 -0.692 -1.888
N -1.993 0.112 2.226
S -2.854 -0.434 1.122
Cl 2.239 1.501 -0.825
H 2.006 -0.540 -2.656
H 0.451 -0.115 -0.127
H -2.299 0.008 3.121

---

# 3
18
Properties=species:S:1:pos:R:3 method="wB97M-V/def2-TZVPD" spin_multiplicity=3 lumo_ev="0.71 / -2.63" total_energy_ha=-1282.5073 homo_ev="-5.97 / -10.49" molar_mass_g_mol=229.1
C -0.168 1.223 1.057
C 0.323 0.305 0.004
C 3.579 -1.641 -1.644
C 2.100 -3.777 -2.315
N 1.497 -0.039 -0.237
O 1.144 -1.398 -2.713
F 4.204 -2.100 -2.719
F 3.660 -0.284 -1.698
F 4.045 -2.033 -0.484
F 3.086 -4.396 -1.708
F 2.276 -3.819 -3.617
F 0.948 -4.468 -2.065
S 1.719 -2.042 -1.563
H -1.213 1.267 1.130
H 0.237 1.243 2.063
H 0.160 2.210 0.624
H 1.906 -0.416 -0.909
H -0.354 0.433 -0.877

---

# 4
13
Properties=species:S:1:pos:R:3 method="wB97M-V/def2-TZVPD" lumo_ev=0.71 relative_energy_kcal_mol=66.7 total_energy_ha=-286.5254 homo_ev=-8.88 molar_mass_g_mol=85.1 smiles="C=C=N.C=CO"
O 1.645 -0.067 0.939
C 1.731 0.036 -0.415
C 1.003 -0.726 -1.227
C -2.212 -0.392 1.093
C -1.675 0.591 0.413
N -1.218 1.554 -0.196
H 2.172 0.626 1.350
H 2.431 0.780 -0.796
H -0.424 1.289 -0.786
H 0.307 -1.457 -0.825
H 1.102 -0.629 -2.301
H -1.840 -0.631 2.082
H -3.023 -0.974 0.670

---

# 5
14
Properties=species:S:1:pos:R:3 method="wB97M-V/def2-TZVPD" lumo_ev=1.04 relative_energy_kcal_mol=67.5 total_energy_ha=-307.6049 homo_ev=-9.60 molar_mass_g_mol=88.1
C -1.543 -0.281 1.025
O -0.467 0.279 -1.026
C 0.667 1.092 -0.731
C 1.435 -0.084 -0.118
C 0.175 -0.876 -0.521
O -0.608 -1.336 0.522
H -2.520 -0.639 0.708
H -1.545 0.810 0.763
H -1.351 -0.333 2.083
H 0.449 1.934 -0.059
H 1.041 1.451 -1.686
H 1.568 -0.047 0.967
H 2.376 -0.352 -0.603
H 0.323 -1.618 -1.324

---

# 6
50
Properties=species:S:1:pos:R:3 method="wB97M-V/def2-TZVPD" spin_multiplicity=3 lumo_ev="0.18 / 0.16" relative_energy_kcal_mol=0.0 total_energy_ha=-3098.9862 homo_ev="-5.57 / -5.68" molar_mass_g_mol=414.3
C -2.502 -0.201 0.039
C -2.193 -0.181 -1.359
C -1.479 -1.388 -1.668
H -2.546 0.557 -2.066
C -1.396 -2.163 -0.476
C -2.041 -1.449 0.566
H -2.242 -1.834 1.563
H -3.149 0.510 0.544
H -1.163 -1.708 -2.653
H -0.979 -3.162 -0.395
Ni -0.519 -0.147 -0.330
C 1.217 3.406 -3.594
H 1.609 2.527 -4.168
H 1.759 4.219 -4.136
H 0.191 3.854 -3.660
Si 2.206 3.830 -1.976
C 0.725 4.422 -0.973
C -0.351 3.563 -0.691
H -0.355 2.572 -1.196
C -1.375 3.952 0.183
H -2.241 3.313 0.354
C -1.275 5.178 0.855
H -2.049 5.454 1.587
C -0.165 6.007 0.613
H -0.022 6.931 1.188
C 0.811 5.660 -0.330
H 1.675 6.304 -0.536
C -0.165 1.776 -3.271
C -1.434 2.225 -3.554
H -1.798 3.201 -3.218
C -2.195 1.444 -4.455
H -3.170 1.814 -4.791
C -1.665 0.224 -4.904
H -2.254 -0.390 -5.597
C -0.393 -0.224 -4.512
H -0.010 -1.189 -4.871
C 0.388 0.583 -3.644
H 1.408 0.303 -3.358
H 2.110 2.372 -1.685
H 3.475 4.394 -1.439
N -0.222 1.026 1.205
N 1.154 1.170 1.584
C 2.060 0.658 0.733
N 3.354 0.936 0.972
S 1.580 -0.376 -0.534
H -0.681 1.944 1.171
H -0.700 0.535 1.968
H 1.390 1.992 2.157
H 4.054 0.629 0.310
H 3.605 1.690 1.615

---

# 7
13
Properties=species:S:1:pos:R:3 method="wB97M-V/def2-TZVPD" lumo_ev=0.65 relative_energy_kcal_mol=117.5 total_energy_ha=-232.2585 homo_ev=-7.55 molar_mass_g_mol=72.1
C 1.507 -0.376 0.818
C -0.140 0.644 -0.998
C -1.095 -0.417 -0.735
C -1.283 0.363 0.546
O -0.612 1.433 -0.077
H 2.083 0.555 0.774
H 1.761 -0.845 1.767
H 1.892 -1.033 0.027
H 0.633 0.890 -1.691
H -1.978 -0.254 -1.363
H -0.742 -1.435 -0.697
H 0.350 -0.205 0.956
H -2.244 0.638 0.939

---

# 8
11
Properties=species:S:1:pos:R:3 method="wB97M-V/def2-TZVPD" lumo_ev=0.45 relative_energy_kcal_mol=56.2 total_energy_ha=-285.3250 homo_ev=-9.49 molar_mass_g_mol=83.1 smiles="C=C=CC(N)=O"
N 1.372 0.547 -0.886
C 0.060 0.745 -1.219
O -0.295 1.263 -2.262
C -0.929 0.343 -0.202
C -0.554 -0.166 0.942
C -0.315 -1.113 1.794
H 2.053 0.755 -1.596
H 1.646 -0.037 -0.110
H -1.979 0.428 -0.453
H -1.003 -1.696 1.133
H -0.058 -1.068 2.858